# C6H5NNiO4

A structure of composition C6H5NNiO4 in a non-equilibrium geometry (ωB97M-V/def2-TZVPD, the Open Molecules 2025 dataset).

Computed properties:
* energy relative to the best compared isomer or geometry (same formula, charge and spin): 19.0 kcal per mole
* spin multiplicity: 3
* total charge: +2
* expectation value of S²: 2.01
* HOMO level (spin up / spin down): -20.16 / -20.96 eV

Geometry as XYZ:
```
17
Properties=species:S:1:pos:R:3:forces:R:3:mulliken_charge:R:1
Ni 0.34874 0.35474 -1.03193 -1.366 -1.516 -2.134 -0.323
O 0.31522 3.11497 -2.08641 -0.246 -3.967 2.174 -0.044
O 0.37563 -1.31430 -3.56282 2.108 5.597 3.235 -0.060
O -2.55842 -0.32735 -0.57421 2.926 0.064 -2.236 -0.046
O 3.00708 -0.52043 -1.28458 -4.456 3.023 3.849 -0.081
N -0.13906 0.18915 0.66052 -0.944 0.427 5.449 -0.123
C 0.27715 2.08705 -1.57551 0.244 6.703 -2.984 0.403
C 0.68251 -0.37150 -2.93162 -2.346 -6.205 -4.245 0.433
C 2.11508 0.01145 -0.73311 8.511 -3.614 -3.707 0.479
C -0.43307 0.41401 1.76073 0.647 -0.086 -1.134 0.764
C -0.70180 0.76715 3.12190 -0.408 0.025 0.679 -0.908
C -1.55700 -0.22657 -1.11744 -4.897 -0.341 1.501 0.478
H -0.81247 -0.14950 3.72907 0.131 0.297 -0.197 0.344
H 0.26176 -3.43362 -0.90040 -0.002 0.028 -0.012 -0.003
H 0.13286 1.38211 3.50284 -0.280 -0.275 -0.119 0.327
H 0.33369 -3.31322 -0.16894 0.002 0.042 -0.004 0.026
H -1.64788 1.33585 3.19193 0.375 -0.202 -0.112 0.333
```
Forces are in eV/Å.



# C3H5N3

An isolated molecule of C3H5N3 (ωB97M-V/def2-TZVPD, the Open Molecules 2025 dataset).

Computed properties:
* energy relative to the best compared isomer or geometry (same formula, charge and spin): 3.6 kcal per mole
* total charge: 0
* HOMO level: -7.88 eV

Geometry as XYZ:
```
11
Properties=species:S:1:pos:R:3:forces:R:3:mulliken_charge:R:1
N -0.34890 1.21544 0.08159 0.156 -0.107 -0.051 -0.611
N 1.41044 0.07601 -0.65312 -0.211 0.097 -0.206 -0.139
N -1.78753 -0.56159 0.78249 0.029 0.013 0.154 -0.507
C 0.81666 1.28980 -0.50330 -0.030 0.078 -0.065 -0.155
C -0.56181 -0.13298 0.28033 0.026 -0.029 0.015 0.503
C 0.50542 -0.86357 -0.15674 -0.145 -0.040 -0.014 -0.605
H 1.95538 -0.09829 -1.48311 0.422 -0.126 0.300 0.251
H 1.30990 2.19555 -0.83210 -0.177 -0.065 0.012 0.383
H -2.30231 0.20123 1.19910 0.055 -0.089 0.060 0.272
H 0.73850 -1.91655 -0.09288 -0.102 0.173 -0.171 0.365
H -1.74226 -1.36959 1.38586 -0.022 0.096 -0.034 0.245
```
Forces are in eV/Å.



# C48H54BHgN12S2

A structure of composition C48H54BHgN12S2 in a non-equilibrium geometry (ωB97M-V/def2-TZVPD, the Open Molecules 2025 dataset).

Computed properties:
* total charge: +1
* HOMO level: -10.50 eV

Geometry as XYZ:
```
118
Properties=species:S:1:pos:R:3:forces:R:3:mulliken_charge:R:1
Hg 0.48832 -0.25392 2.03451 -0.060 -0.253 -1.306 3.112
S 2.45054 -1.38617 -0.04760 0.079 -0.123 0.021 -0.316
S -0.77684 -1.36876 -0.22668 0.021 -0.065 -0.229 0.440
N 1.07745 1.76810 0.99500 0.026 0.358 -0.327 0.494
N 0.58259 -1.63568 6.64168 0.334 -0.489 0.157 0.547
N 2.24831 -0.71275 3.38319 0.787 -0.065 0.073 -0.862
N -0.27098 0.78374 3.84680 -0.380 0.560 0.579 -0.363
N -0.20782 0.20128 5.05721 -0.140 0.093 0.478 0.580
N -0.11412 -2.24972 3.01636 -0.139 -0.483 -0.316 -0.515
N -0.38218 -3.62205 -1.49613 0.501 0.285 0.226 0.329
N 2.17424 -2.82470 -2.24053 -0.438 -0.040 0.246 0.257
N -1.49279 1.08655 1.04627 -0.036 0.590 -0.204 0.142
N -0.18399 -2.21142 4.35554 -0.081 -0.208 0.184 1.094
N 1.97391 -0.95252 4.67620 0.141 -0.063 0.237 1.204
N -0.00641 -1.07064 7.70517 -0.424 0.548 0.363 -1.178
C -2.55895 -3.73629 -2.59849 0.037 -0.126 0.073 0.702
C -0.72213 -3.36488 2.62306 0.004 0.081 0.099 -0.167
C 0.22259 -1.85130 8.73935 0.090 -0.086 -0.242 -0.327
C -0.91788 1.93421 4.00155 0.033 -0.114 0.088 -0.321
C 3.86520 -1.01457 -6.17230 0.041 0.057 -0.069 -0.622
C 1.60488 -2.29041 -1.15499 1.522 0.292 0.063 -0.512
C 3.92125 -1.90700 -5.11436 -0.030 -0.014 0.140 -0.449
C 0.24677 2.45142 0.19268 0.452 0.238 -0.020 -0.579
C -1.77922 -3.96422 -1.32771 -0.544 -0.076 0.126 -1.358
C 0.42742 -4.48407 -2.32822 0.493 -0.185 -0.354 -0.919
C 2.86692 0.62546 -4.73749 -0.012 0.032 0.089 -0.720
C -5.71327 2.26841 -1.44243 0.171 -0.019 -0.026 -1.900
C 0.15731 -2.52555 -0.97654 -1.398 0.122 0.205 -0.355
C 4.17086 -0.79919 4.51107 -0.018 0.012 0.119 -1.515
C 3.34160 0.25247 -5.98389 0.025 -0.002 -0.093 -0.484
C 3.11684 -0.99897 5.37655 0.351 0.061 0.010 -0.065
C -0.81825 0.97228 5.96718 -0.246 0.399 0.129 0.132
C -4.07118 -4.53263 -4.28809 -0.056 -0.022 -0.035 -0.683
C 1.34643 6.59812 -0.49002 0.099 -0.155 0.000 -1.704
C -3.18504 -2.30985 -4.42556 0.019 0.057 -0.003 -0.926
C 1.36311 -3.60760 -3.14967 -0.525 -0.368 -0.195 -0.662
C -1.21903 -4.05740 3.72199 0.010 0.059 0.061 -1.504
C -3.35711 -4.74286 -3.12127 0.046 0.052 0.078 -0.302
C 2.40949 5.25029 -2.32825 -0.005 0.006 0.164 -1.610
C -4.36978 0.93795 -3.07664 0.030 0.117 0.155 -1.827
C 2.27336 2.27905 1.24844 0.148 -0.005 -0.044 -1.088
C 1.18746 -2.79310 7.01619 0.037 -0.139 0.237 -0.432
C -0.85774 -3.27996 4.80263 -0.246 -0.334 -0.083 -0.070
C -4.31891 2.09402 -2.06420 -0.094 0.036 -0.206 2.314
C 3.73446 5.93044 -0.33804 -0.202 -0.096 -0.040 -2.180
C 3.45913 -1.53456 -3.85903 0.047 -0.118 -0.002 0.641
C 2.92725 -0.26169 -3.67852 -0.050 -0.030 0.009 -0.021
C -3.95298 3.38619 -2.80159 0.004 -0.179 0.126 -2.079
C -1.99024 2.22873 -0.98744 0.148 -0.058 0.105 0.059
C -1.29152 2.10021 5.32972 0.063 -0.064 -0.001 -1.630
C 2.72130 3.47482 0.71977 -0.146 0.022 -0.099 -0.701
C -3.29937 1.74688 -0.99006 0.057 -0.085 0.255 0.234
C 0.97929 -2.97005 8.36022 0.090 -0.038 -0.171 -1.116
C 0.64453 3.64481 -0.40174 -0.047 -0.213 0.102 -0.249
C 3.56922 -0.62570 3.26988 -0.127 -0.056 0.151 -0.403
C -2.48004 -2.51244 -3.25315 0.018 -0.023 -0.022 0.085
C -2.72190 0.60068 1.04165 -0.271 0.086 -0.005 -1.052
C -3.97910 -3.31864 -4.94509 -0.080 -0.039 -0.060 -0.543
C 3.51351 -2.48990 -2.68796 0.494 0.231 -0.093 -1.565
C 2.34878 5.48105 -0.81131 0.086 0.201 -0.111 1.957
C -3.65051 0.90356 0.06294 0.136 0.082 -0.079 -0.674
C -1.12290 1.90311 0.05412 -0.593 -0.288 0.014 -0.355
C 1.90458 4.18990 -0.15090 0.122 -0.270 0.179 0.245
B 0.52845 -1.13196 5.22055 -0.111 0.219 -0.427 -0.384
H 4.49931 5.19800 -0.58652 0.103 -0.069 0.011 0.419
H -1.83755 -5.01362 -1.02397 0.019 0.035 -0.057 0.418
H -1.04838 -3.42888 5.84469 0.023 -0.015 0.252 0.498
H 2.71373 6.16779 -2.82511 0.028 0.103 -0.086 0.449
H 3.99845 6.86214 -0.83253 0.008 0.074 -0.052 0.435
H -6.13370 1.31922 -1.12300 -0.063 -0.093 0.079 0.365
H -1.82634 2.91824 5.76525 -0.088 0.156 0.101 0.439
H 2.01788 -4.22236 -3.76988 -0.046 0.069 0.072 0.546
H -4.54244 -0.01010 -2.57238 -0.034 -0.133 0.022 0.400
H 1.25780 6.72902 0.58630 -0.051 0.047 0.104 0.386
H 2.91282 1.70014 1.90182 0.009 -0.026 0.088 0.422
H -6.38955 2.68776 -2.18237 -0.075 0.024 -0.092 0.477
H 0.36198 6.38522 -0.89657 -0.154 -0.008 -0.028 0.318
H 3.30946 0.95221 -6.80390 -0.013 0.065 -0.113 0.400
H -0.15833 -1.59288 9.70906 -0.072 0.080 0.128 0.457
H -0.04612 4.16369 -1.04495 -0.133 0.095 -0.064 0.622
H 1.69248 7.53526 -0.91926 0.014 0.090 -0.062 0.467
H 4.03274 -3.41131 -2.96852 -0.097 0.052 0.043 0.489
H -2.97475 -0.04358 1.87439 -0.059 -0.105 0.027 0.386
H 4.33528 -2.89379 -5.26932 0.046 -0.098 0.024 0.370
H 1.31563 -3.77382 8.98226 0.102 -0.180 0.055 0.491
H 3.74613 6.11069 0.73430 0.052 0.014 0.133 0.435
H -4.63638 0.47810 0.12446 -0.163 -0.057 0.054 0.369
H 2.56451 0.03393 -2.70364 -0.016 0.029 0.111 0.529
H 3.13492 4.47433 -2.56521 0.065 -0.080 -0.060 0.400
H -3.43297 0.87060 -3.62548 0.135 -0.054 -0.064 0.385
H 4.03483 -0.46735 2.31526 -0.002 0.049 -0.201 0.473
H -3.06331 3.25598 -3.41207 0.154 0.049 -0.066 0.321
H 1.44329 4.95124 -2.72527 -0.134 -0.031 -0.081 0.329
H 1.00304 -5.17217 -1.69478 -0.085 -0.021 -0.171 0.354
H -0.86405 0.65674 6.99079 -0.026 0.050 0.023 0.589
H -4.52915 -3.15793 -5.85856 -0.065 0.027 -0.112 0.426
H 3.70172 3.82212 0.99449 0.119 0.055 0.004 0.616
H -0.76840 -3.64018 1.58477 -0.016 0.148 -0.114 0.240
H 3.12321 -1.16346 6.43523 -0.054 -0.040 0.166 0.470
H -4.69616 -5.31971 -4.67912 -0.066 -0.080 -0.084 0.415
H -3.12089 -1.35953 -4.93194 0.008 0.114 -0.071 0.420
H -5.17542 1.09949 -3.79004 -0.071 0.032 -0.086 0.446
H -3.79028 4.20536 -2.10486 0.024 0.126 0.061 0.447
H 4.04290 -2.03299 -1.84997 -0.076 -0.148 -0.099 0.494
H 4.24118 -1.30671 -7.14067 0.017 -0.030 -0.101 0.385
H -2.18364 -3.33923 -0.52600 0.121 -0.193 -0.083 0.383
H -0.23465 -5.05238 -2.98368 0.072 0.031 0.054 0.482
H -5.68513 2.94144 -0.58872 -0.016 0.085 0.093 0.407
H 5.21516 -0.77896 4.74421 0.185 -0.013 0.073 0.450
H -4.76526 3.66711 -3.46680 -0.064 0.013 -0.085 0.470
H -1.08357 2.58738 3.16693 -0.021 0.020 -0.203 0.496
H -3.42865 -5.69182 -2.60986 0.013 -0.121 0.056 0.414
H 1.70850 -3.40222 6.30475 0.119 -0.143 -0.150 0.622
H -1.75811 -4.98375 3.72152 -0.071 -0.120 0.075 0.456
H -1.87521 -1.71921 -2.83635 0.064 0.088 0.025 0.484
H 0.77575 -2.95003 -3.80687 0.119 -0.135 0.020 0.295
H -1.63352 2.83892 -1.80077 0.001 0.169 -0.043 0.496
H 2.46401 1.61518 -4.58309 -0.048 0.097 -0.006 0.467
```
Forces are in eV/Å.



# CH12NO5

A cluster of 5 separate species, CH12NO5 in total in a non-equilibrium geometry (ωB97M-V/def2-TZVPD, the Open Molecules 2025 dataset).

Computed properties:
* energy relative to the best compared isomer or geometry (same formula, charge and spin): 31.4 kcal per mole
* total charge: -1
* HOMO level: -4.55 eV

Geometry as XYZ:
```
19
Properties=species:S:1:pos:R:3:forces:R:3:mulliken_charge:R:1
O -0.48610 1.11328 -1.85357 -0.715 -1.055 -1.014 -0.589
O 1.83268 -0.51476 -1.10398 0.602 0.131 -0.179 -0.826
O -0.39458 -1.53611 -0.95926 -0.267 0.252 -1.531 -0.680
O 1.52552 0.59026 1.03217 0.698 0.927 -0.342 -0.729
O -0.20361 2.43048 1.99325 0.371 0.447 -0.967 -0.703
N -1.31231 -0.74541 1.07016 0.336 -0.381 0.593 -0.408
C -1.33866 -1.75208 0.04541 1.555 0.208 -0.318 -0.288
H -1.03552 1.15649 -2.65582 0.207 0.416 0.395 0.265
H -1.03645 -2.75147 0.45217 -0.892 0.310 0.003 0.171
H 2.53951 -0.58867 -1.75497 -0.490 -0.047 0.072 0.112
H -0.42484 0.11370 -1.78104 -0.014 1.192 0.500 0.400
H -2.32158 -1.73423 -0.44464 -0.152 -0.552 0.215 0.265
H 1.39393 -0.09024 1.69045 0.211 -0.442 -0.250 0.250
H -0.29601 2.32593 1.02377 -0.516 -0.057 0.542 0.318
H 0.75406 2.25884 1.98274 -0.120 -0.375 0.427 0.317
H 1.93328 0.23153 0.09656 -1.001 -0.509 0.877 0.346
H -2.19842 -0.48720 1.46012 0.070 0.450 -0.154 0.166
H 0.52868 -0.97239 -1.05340 0.465 -0.977 1.118 0.365
H -0.58867 -0.04126 0.97269 -0.347 0.062 0.014 0.249
```
Forces are in eV/Å.



# C20H24NP2PtSTe

A structure of composition C20H24NP2PtSTe in a non-equilibrium geometry (ωB97M-V/def2-TZVPD, the Open Molecules 2025 dataset).

Computed properties:
* energy relative to the best compared isomer or geometry (same formula, charge and spin): 20.1 kcal per mole
* total charge: -1
* HOMO level: -1.81 eV

Geometry as XYZ:
```
50
Properties=species:S:1:pos:R:3:forces:R:3:mulliken_charge:R:1
Pt 1.03289 -0.17254 -0.11276 1.293 -0.143 0.471 1.019
Te 3.72502 0.31435 -0.21674 -0.184 0.465 -0.720 -0.794
S 1.90646 -0.88154 1.99086 -0.376 -0.453 0.550 -0.530
P 0.84126 -0.25544 -2.29894 -0.104 0.010 -0.314 1.007
P -0.79471 -1.43921 0.05565 -0.394 -0.149 -0.216 0.537
N 0.60984 1.78990 1.43882 -0.189 0.150 0.162 -0.070
C 2.27373 -0.47598 -3.38282 0.041 -0.117 -0.063 -1.337
C -2.48425 -0.82721 0.42512 -0.014 0.018 0.010 -1.334
C -1.20259 -3.36023 -4.13286 0.014 0.014 -0.023 -0.715
C 0.06612 2.91710 1.04595 0.075 0.083 0.245 0.533
C -1.88174 -3.28039 -1.83205 -0.001 -0.003 -0.040 -0.576
C 1.48911 0.31461 3.13454 -0.133 0.524 0.126 1.018
C 0.92723 2.32733 5.09364 0.025 0.009 -0.081 -0.922
C 0.89670 1.57932 2.75366 0.009 -0.281 -0.224 -0.591
C -1.01246 -2.21887 -1.59861 0.013 0.073 -0.070 0.143
C -0.34940 -2.28867 -3.91439 -0.027 -0.022 -0.004 -0.549
C 0.62185 2.55843 3.73410 -0.106 0.277 0.031 0.920
C -0.09046 1.00840 -3.25838 0.035 0.087 0.079 -1.355
C -0.23602 3.95571 1.96539 0.074 -0.152 -0.072 -0.851
C -0.23928 -1.71405 -2.65171 -0.082 0.021 0.095 -0.043
C 0.04029 3.77208 3.28646 0.041 -0.087 0.003 -0.791
C 1.52022 1.14024 5.43726 0.013 -0.009 0.091 -0.493
C 1.80351 0.15904 4.48324 -0.021 -0.112 -0.069 -0.607
C -1.97333 -3.85602 -3.09041 -0.018 -0.014 0.022 -0.753
C -0.70187 -2.88008 1.16250 0.005 0.000 0.042 -1.347
C -0.21703 3.08283 -0.41713 0.028 -0.032 -0.029 -0.789
H -2.48658 -3.67473 -1.02321 0.002 0.004 0.008 0.261
H -0.67050 4.87943 1.60296 -0.003 -0.008 0.013 0.360
H -1.26501 -3.80925 -5.11669 -0.005 -0.003 0.002 0.376
H -0.93997 2.33171 -0.74330 0.017 0.001 0.005 -0.044
H -2.48222 -0.44024 1.44597 0.002 0.010 -0.006 0.411
H 2.82037 -1.36637 -3.07610 -0.008 -0.011 -0.008 0.381
H -0.25464 0.68686 -4.28845 0.022 -0.029 -0.002 0.495
H -1.58412 -3.51794 1.08698 -0.006 -0.007 -0.018 0.438
H 0.47508 1.94164 -3.26069 0.013 -0.011 0.011 0.374
H 1.77830 0.95331 6.47428 0.012 -0.025 -0.016 0.339
H -2.71647 -0.00262 -0.24941 -0.008 -0.003 -0.002 0.305
H -3.25366 -1.59753 0.33483 0.012 -0.029 -0.006 0.437
H -0.17061 4.55109 4.01187 -0.007 -0.018 0.001 0.358
H 0.70149 2.91596 -0.98258 -0.007 -0.015 0.008 0.121
H 0.19819 -3.44569 0.92428 -0.003 -0.008 -0.004 0.358
H -1.05389 1.19201 -2.78259 -0.007 -0.013 -0.009 0.293
H 2.94393 0.36341 -3.18987 -0.014 0.006 0.007 0.414
H -0.59136 -2.51470 2.18402 0.006 0.010 -0.010 0.414
H 1.99642 -0.52172 -4.43874 -0.029 -0.014 0.002 0.448
H 0.24208 -1.90276 -4.73613 0.009 -0.010 0.002 0.261
H -2.63952 -4.69418 -3.25512 -0.002 0.005 -0.010 0.372
H 0.71001 3.09183 5.82997 -0.003 -0.003 -0.006 0.315
H -0.60996 4.07548 -0.64100 0.005 0.002 0.013 0.393
H 2.28156 -0.76413 4.78836 -0.012 0.011 0.023 0.389
```
Forces are in eV/Å.



Which value of total charge does entry 2 give? 0



What is the total charge in the first record? +2